Entry 1:
ORCA calculation (ωB97M-V with the def2-TZVPD basis set) on a cluster of 2 separate species, C3H12N2S2 in total in a non-equilibrium geometry.

XYZ file:
```
19
Properties=species:S:1:pos:R:3:mulliken_charge:R:1
C 1.030 -1.526 -0.587 -0.71
S 0.317 -0.005 -1.475 -0.02
S 1.609 0.103 -3.080 -0.25
H 1.116 -2.328 -1.334 0.38
H 0.302 -1.860 0.132 0.16
H 2.010 -1.333 -0.074 0.28
H 2.360 1.144 -2.653 0.15
C -0.481 -0.972 2.982 -0.69
N -1.369 0.190 3.219 -0.43
C -2.039 0.724 2.019 -0.46
N -1.225 1.592 1.209 -0.50
H -0.013 -1.226 3.911 0.33
H -1.090 -1.820 2.630 0.29
H 0.333 -0.693 2.248 0.14
H -2.073 -0.063 3.926 0.23
H -2.887 1.321 2.445 0.36
H -2.487 -0.059 1.396 0.34
H -0.896 2.369 1.845 0.27
H -0.395 1.149 0.926 0.11
```

The HOMO energy comes out at -9.00 eV. The value obtained for the LUMO energy is 0.62 eV. Its electronic energy is -27955.639 eV. The spin multiplicity is 1. As for the orbital gap: 9.617 eV. The value obtained for the energy relative to the best compared isomer or geometry (same formula, charge and spin) is 14.6 kcal per mole. Its structure (SMILES) is CNCN.CSS.

***

Entry 2:
ORCA calculation (ωB97M-V with the def2-TZVPD basis set) on an isolated molecule of BrH3NP in a non-equilibrium geometry.

XYZ file:
```
6
Properties=species:S:1:pos:R:3:mulliken_charge:R:1
N -0.032 -0.396 -0.681 -0.66
P -1.346 0.984 -0.019 0.15
Br -3.132 -0.276 -0.147 -0.14
H -0.074 -0.053 -1.634 0.28
H -0.491 -1.382 -0.737 0.27
H -1.182 0.945 1.485 0.11
```

The HOMO energy comes out at -9.50 eV. The value obtained for the LUMO energy is 0.43 eV. Its electronic energy is -80869.578 eV. The spin multiplicity is 1. As for the orbital gap: 9.930 eV. The value obtained for the energy relative to the best compared isomer or geometry (same formula, charge and spin) is 21.1 kcal per mole. Its structure (SMILES) is NPBr.

***

Entry 3:
ORCA calculation (ωB97M-V with the def2-TZVPD basis set) on a cluster of 8 separate species, C17H21Cl20N3 in total in a non-equilibrium geometry.

XYZ file:
```
61
Properties=species:S:1:pos:R:3:mulliken_charge:R:1
C -14.978 -4.907 11.787 -0.52
C -15.261 -6.398 11.711 -0.47
C -14.017 -7.234 11.406 0.33
C -13.373 -6.798 10.153 -0.01
N -12.903 -6.529 9.144 -0.49
H -14.727 -4.519 10.795 0.41
H -14.089 -4.771 12.412 -0.04
H -15.739 -4.282 12.266 0.15
H -16.105 -6.629 11.052 0.35
H -15.567 -6.733 12.697 0.21
H -14.261 -8.303 11.334 0.47
H -13.270 -7.122 12.208 -0.31
C -12.594 -9.303 21.112 -0.98
C -14.053 -9.374 20.744 -0.38
C -14.672 -7.957 20.626 -0.42
C -13.968 -7.021 19.746 0.19
N -13.466 -6.272 19.000 -0.39
H -12.502 -8.835 22.087 0.32
H -11.975 -8.639 20.474 0.17
H -12.138 -10.287 21.141 0.33
H -14.558 -9.922 21.552 0.29
H -14.274 -9.898 19.805 0.31
H -14.702 -7.437 21.606 0.28
H -15.714 -8.025 20.338 0.30
C -14.304 -4.075 16.124 -0.04
C -13.024 -4.419 15.362 1.75
C -12.491 -5.800 15.714 1.31
C -13.443 -6.879 15.268 -0.10
N -14.169 -7.672 14.882 -0.59
H -14.102 -4.147 17.211 0.22
H -15.163 -4.714 15.912 -0.36
H -14.569 -3.038 15.941 -0.02
H -12.256 -3.654 15.618 -0.72
H -13.154 -4.307 14.258 -1.03
H -12.294 -5.799 16.785 -0.11
H -11.517 -5.911 15.216 -0.23
C -8.917 -7.174 17.375 0.27
Cl -9.686 -6.783 18.901 -0.07
Cl -8.882 -5.862 16.246 -0.01
Cl -7.204 -7.626 17.723 -0.11
Cl -9.759 -8.556 16.602 -0.11
C -9.672 -6.210 11.940 0.17
Cl -9.735 -6.854 10.299 -0.06
Cl -10.777 -4.800 12.090 -0.02
Cl -10.299 -7.514 13.002 -0.06
Cl -8.014 -5.683 12.332 -0.09
C -14.428 -0.502 13.423 0.28
Cl -13.018 -1.552 13.371 -0.04
Cl -15.629 -1.152 12.271 -0.10
Cl -15.081 -0.451 15.077 -0.11
Cl -13.869 1.047 12.851 -0.09
C -10.742 -1.857 17.502 0.26
Cl -12.275 -1.021 17.199 -0.04
Cl -11.126 -3.423 18.232 -0.01
Cl -9.884 -2.034 15.976 -0.10
Cl -9.760 -0.886 18.632 -0.11
C -18.333 -5.460 16.192 0.25
Cl -17.123 -6.078 17.340 -0.04
Cl -17.551 -4.978 14.712 -0.04
Cl -19.644 -6.576 15.759 -0.11
Cl -19.030 -3.973 16.919 -0.12
```

The HOMO energy comes out at -11.04 eV. The value obtained for the LUMO energy is 0.01 eV. Its electronic energy is -272886.424 eV. The spin multiplicity is 1. As for the orbital gap: 11.046 eV. Its structure (SMILES) is ClC(Cl)(Cl)Cl.ClC(Cl)(Cl)Cl.ClC(Cl)(Cl)Cl.ClC(Cl)(Cl)Cl.ClC(Cl)(Cl)Cl.CCCC#N.CCCC#N.CCCC#N.

***

Entry 4:
ORCA calculation (ωB97M-V with the def2-TZVPD basis set) on a cluster of 2 separate species, C25H28N2O5 in total in a non-equilibrium geometry.

XYZ file:
```
60
Properties=species:S:1:pos:R:3:mulliken_charge:R:1
O -5.344 -0.098 -3.620 -0.72
O -1.921 2.516 -2.236 -0.71
O 3.036 -1.023 -1.526 -0.60
O 4.454 -0.005 3.526 -0.59
O 4.218 -1.047 0.987 -0.69
C -5.633 0.173 -2.462 0.81
C -2.785 1.733 -2.621 0.16
C 3.304 3.924 2.615 -0.42
C 2.357 2.905 2.490 -0.79
C 4.603 3.622 3.032 -0.48
C 2.709 1.583 2.785 0.12
C 4.950 2.298 3.323 -0.44
C 0.898 -0.648 -0.485 0.12
C 1.064 -1.122 -2.873 -0.82
C 2.869 -1.613 4.335 -0.39
C 2.006 -2.690 4.100 -0.76
C 2.637 -2.681 1.766 -0.56
C -0.504 -0.583 -0.599 -0.62
C -0.338 -1.045 -2.987 -0.56
C 4.017 1.262 3.206 0.36
C 1.685 -0.928 -1.623 0.40
C 3.609 -1.059 3.287 0.64
C 3.493 -1.603 2.002 0.40
C 1.883 -3.232 2.813 0.74
C -1.125 -0.780 -1.849 0.59
N -3.345 1.844 -3.831 -0.03
N -4.741 0.486 -1.520 -0.14
C -7.079 0.157 -2.027 -1.33
C 0.952 -4.390 2.569 -1.52
C -2.993 2.864 -4.817 -1.00
C -2.640 -0.741 -1.955 -1.44
C -3.277 0.628 -1.661 0.22
H 3.352 -0.983 -0.613 0.32
H 4.786 -0.358 1.384 0.29
H 3.031 4.950 2.386 0.37
H 1.348 3.140 2.164 0.39
H 5.339 4.414 3.132 0.38
H 1.948 0.816 2.689 0.34
H 5.958 2.064 3.653 0.39
H 1.371 -0.479 0.469 0.17
H 1.676 -1.329 -3.738 0.43
H 2.970 -1.194 5.332 0.46
H 1.434 -3.108 4.923 0.41
H 2.562 -3.084 0.761 0.33
H -1.103 -0.378 0.276 0.41
H -0.807 -1.195 -3.949 0.39
H -4.058 1.163 -4.074 0.25
H -5.116 0.685 -0.608 0.27
H -7.693 -0.198 -2.854 0.34
H -7.386 1.165 -1.754 0.34
H -7.196 -0.511 -1.176 0.36
H 1.019 -4.738 1.534 0.34
H -0.081 -4.091 2.765 0.32
H 1.208 -5.224 3.230 0.39
H -3.052 3.854 -4.359 0.31
H -3.676 2.816 -5.665 0.36
H -1.971 2.701 -5.165 0.30
H -3.039 -1.471 -1.248 0.50
H -2.934 -1.062 -2.955 0.38
H -2.908 0.930 -0.680 0.53
```

The HOMO energy comes out at -8.00 eV. The value obtained for the LUMO energy is 0.55 eV. Its electronic energy is -39598.219 eV. The spin multiplicity is 1. As for the orbital gap: 8.547 eV. The value obtained for the energy relative to the best compared isomer or geometry (same formula, charge and spin) is 28.9 kcal per mole. Its structure (SMILES) is CNC(=O)[C@H](Cc1ccc(O)cc1)NC(C)=O.Cc1ccc(Oc2ccccc2)c(O)c1.

***

Entry 5:
ORCA calculation (ωB97M-V with the def2-TZVPD basis set) on an isolated molecule of C20H19NO5 in a non-equilibrium geometry.

XYZ file:
```
45
Properties=species:S:1:pos:R:3:mulliken_charge:R:1
C 2.639 5.920 0.036 -0.93
H 2.285 6.947 0.099 0.23
O 1.914 5.209 1.008 -0.42
C 2.174 3.884 1.169 1.01
C 3.083 3.151 0.429 -0.62
C 3.270 1.796 0.678 -0.74
C 2.557 1.158 1.676 -0.63
C 1.635 1.891 2.424 -0.12
C 1.433 3.238 2.188 0.87
O 0.560 4.028 2.864 -0.44
C -0.199 3.454 3.900 -0.90
H 0.441 3.065 4.699 0.36
H -0.814 4.262 4.294 0.23
H -0.847 2.654 3.530 0.37
H 1.081 1.381 3.195 0.50
C 2.709 -0.313 1.937 -1.28
H 2.789 -0.517 3.005 0.36
C 1.516 -1.110 1.410 0.70
O 0.991 -1.998 2.035 -0.64
N 1.144 -0.704 0.159 0.06
C 0.113 -1.175 -0.644 0.95
C -0.680 -2.257 -0.298 -0.36
C -1.690 -2.678 -1.158 -0.23
C -1.926 -2.024 -2.381 0.73
C -1.111 -0.932 -2.707 -0.97
C -0.115 -0.515 -1.862 -1.20
H 0.503 0.330 -2.129 0.38
H -1.269 -0.411 -3.638 0.42
C -2.991 -2.521 -3.216 1.42
C -3.702 -3.585 -2.784 -0.52
C -3.442 -4.246 -1.520 0.10
O -4.050 -5.197 -1.095 -0.63
O -2.422 -3.738 -0.759 -0.50
H -4.510 -4.004 -3.363 0.40
C -3.286 -1.864 -4.525 -1.60
H -4.114 -2.361 -5.021 0.36
H -2.413 -1.905 -5.175 0.37
H -3.547 -0.817 -4.372 0.37
H -0.530 -2.782 0.631 0.65
H 1.650 0.091 -0.213 -0.01
H 3.606 -0.697 1.447 0.37
H 3.995 1.250 0.091 0.40
H 3.661 3.621 -0.350 0.39
H 2.451 5.535 -0.971 0.36
H 3.715 5.896 0.239 0.37
```

The HOMO energy comes out at -8.31 eV. The value obtained for the LUMO energy is 0.19 eV. Its electronic energy is -32776.273 eV. The spin multiplicity is 1. As for the orbital gap: 8.493 eV. The value obtained for the energy relative to the best compared isomer or geometry (same formula, charge and spin) is 27.8 kcal per mole. Its structure (SMILES) is COc1ccc(CC(=O)Nc2ccc3c(C)cc(=O)oc3c2)cc1OC.

***

Entry 6:
ORCA calculation (ωB97M-V with the def2-TZVPD basis set) on a structure of composition C28H22F9IrN3O7PS2 in a non-equilibrium geometry.

XYZ file:
```
73
Properties=species:S:1:pos:R:3:lowdin_spin:R:1
Ir 0.141 0.303 0.049 0.66
C 3.726 -6.236 -0.575 0.00
C 4.026 -5.362 0.465 0.00
C 3.223 -4.255 0.691 0.00
C 2.094 -4.034 -0.107 0.00
C 1.795 -4.917 -1.137 0.00
C 2.616 -6.012 -1.375 0.00
P 1.027 -2.588 0.166 0.01
C 2.197 -1.240 0.468 0.00
C 3.043 -0.880 -0.611 0.00
C 4.142 -0.092 -0.379 0.00
C 4.431 0.334 0.924 -0.01
C 3.616 -0.013 1.995 0.00
C 2.491 -0.782 1.776 0.00
C 0.128 -2.823 1.688 0.01
C 0.325 -3.934 2.479 0.03
C -0.449 -4.141 3.630 0.00
C -1.464 -3.275 3.923 0.03
C -1.746 -2.170 3.089 0.00
C -2.895 -1.380 3.320 0.09
C -3.246 -0.397 2.446 0.00
C -2.411 -0.099 1.356 0.08
C -1.220 -0.758 1.166 0.00
C -0.907 -1.898 1.973 0.01
H 4.363 -7.091 -0.761 0.00
H 4.885 -5.543 1.098 0.00
H 3.467 -3.566 1.493 0.00
H 0.918 -4.753 -1.754 0.00
H 2.390 -6.689 -2.189 0.00
H 2.829 -1.249 -1.609 0.00
H 4.784 0.193 -1.202 0.00
H 5.301 0.955 1.098 0.00
H 3.867 0.313 2.996 0.00
H 1.850 -1.071 2.600 0.00
H 1.083 -4.660 2.216 0.00
H -0.256 -4.996 4.264 0.00
H -2.091 -3.438 4.792 0.00
H -3.521 -1.609 4.175 0.00
H -4.158 0.168 2.579 0.00
H -2.727 0.674 0.678 0.00
F -1.338 4.714 1.018 0.00
C -2.020 3.813 0.333 0.00
F -3.215 3.640 0.918 0.00
F -2.215 4.252 -0.904 0.00
C -1.305 2.453 0.336 0.00
O -0.705 2.079 1.347 0.04
O -1.442 1.691 -0.667 0.01
F 2.475 4.301 1.788 0.00
C 3.051 4.018 0.636 0.00
F 4.227 3.439 0.853 0.00
F 3.207 5.102 -0.089 0.00
S 1.968 2.837 -0.271 0.00
O 1.812 1.705 0.677 0.03
O 0.773 3.517 -0.670 0.00
N 2.899 2.429 -1.481 0.00
S 2.092 1.717 -2.637 0.00
O 0.940 0.969 -2.092 0.03
O 2.929 0.970 -3.516 0.00
C 1.322 3.083 -3.682 0.00
F 0.000 2.967 -3.652 0.00
F 1.741 2.931 -4.927 0.00
F 1.685 4.271 -3.241 0.00
C 0.826 -2.006 -3.785 0.00
N -0.436 -1.275 -3.760 0.00
C -0.984 -0.804 -2.642 0.00
N -2.090 -0.048 -2.740 0.00
O -0.516 -1.193 -1.508 -0.02
H 0.790 -2.756 -4.571 0.00
H 0.959 -2.500 -2.826 0.00
H 1.667 -1.334 -3.963 0.00
H -0.784 -0.924 -4.637 0.00
H -2.281 0.445 -3.598 0.00
H -2.363 0.443 -1.904 0.00
```

The HOMO energy (alpha / beta) comes out at -10.71 / -10.66 eV. The value obtained for the LUMO energy (alpha / beta) is -5.52 / -5.88 eV. Its electronic energy is -106442.175 eV. The spin multiplicity is 2. As for the orbital gap (alpha / beta): 5.184 / 4.773 eV. The value obtained for the energy relative to the best compared isomer or geometry (same formula, charge and spin) is 115.8 kcal per mole. The expectation value of S² is 0.795. As for the net charge: +1.